(1)
A structure of composition C5H9HgO2 in a non-equilibrium geometry. Source: the Open Molecules 2025 dataset; level of theory: wB97M-V/def2-TZVPD.

CARTESIAN COORDINATES (ANGSTROEM)
C: -2.541 1.075 0.074
O: -1.318 0.421 -0.282
C: -1.315 -0.966 -0.133
C: -0.115 -1.611 -0.325
O: 0.879 -0.815 -0.743
C: 2.169 -0.617 0.022
C: 2.369 0.873 0.122
Hg: 0.486 1.203 -0.814
H: -2.313 2.141 0.172
H: -3.284 0.923 -0.718
H: -2.904 0.678 1.029
H: -2.256 -1.459 -0.389
H: 2.915 -1.146 -0.582
H: 2.021 -1.135 0.978
H: 3.274 1.206 -0.403
H: 2.414 1.211 1.167
H: -0.481 -1.982 0.826

Values from the calculation:
Net charge: +1
Frontier orbital gap (eV): 7.971
DFT total energy (eV): -13586.71726
Highest occupied orbital energy (eV): -12.785
LUMO level (eV): -4.81

Here are the natural (NBO) charges for atoms 1 to 2, given in e: C -0.259; O -0.641


(2)
An isolated molecule of C2H5NO2S in a non-equilibrium geometry. Source: the Open Molecules 2025 dataset; level of theory: wB97M-V/def2-TZVPD.

CARTESIAN COORDINATES (ANGSTROEM)
C: -0.850 1.696 0.152
C: 1.349 -0.967 -0.172
N: 0.136 -0.528 -0.832
O: -2.348 -0.388 -0.821
O: -1.285 -0.512 1.377
S: -1.226 -0.083 0.001
H: -0.252 1.915 1.039
H: -0.428 2.092 -0.770
H: 2.234 -0.366 -0.354
H: 1.107 -0.838 0.872
H: 1.561 -2.023 -0.493

Values from the calculation:
Frontier orbital gap (spin up / spin down) (eV): 8.351 / 9.051
DFT total energy (eV): -18570.44188
Highest occupied orbital energy (spin up / spin down) (eV): -10.622 / -10.909
LUMO level (spin up / spin down) (eV): -2.27 / -1.86

Here are the natural (NBO) charges for atoms 1 to 2, given in e: C -0.460; C -0.495


(3)
An isolated molecule of C7H13NO. Source: the Open Molecules 2025 dataset; level of theory: wB97M-V/def2-TZVPD.

CARTESIAN COORDINATES (ANGSTROEM)
C: 0.767 -0.203 1.313
C: 2.518 0.418 -0.463
C: -1.702 -1.749 0.338
C: -0.508 1.898 0.378
C: 1.257 -0.333 -0.104
C: -1.119 -0.518 -0.285
C: -0.227 0.416 0.363
N: -1.640 -0.167 -1.460
O: 0.934 -1.353 -0.861
H: -1.201 0.583 -1.971
H: -2.137 -0.853 -2.006
H: 1.265 0.526 1.945
H: 0.532 -1.124 1.836
H: 3.369 -0.237 -0.255
H: 2.644 1.344 0.102
H: 2.531 0.641 -1.531
H: -2.626 -1.475 0.861
H: -1.920 -2.511 -0.411
H: -1.024 -2.195 1.055
H: 0.403 2.449 0.617
H: -0.855 2.276 -0.587
H: -1.263 2.168 1.125

Values from the calculation:
Frontier orbital gap (eV): 7.522
DFT total energy (eV): -11004.94646
Highest occupied orbital energy (eV): -6.827
LUMO level (eV): 0.70

Here are the natural (NBO) charges for atoms 1 to 2, given in e: C -0.470; C -0.659